Record 1
The following is a quantum chemistry calculation of 8 unconnected molecules or ions with the total composition C15H40F18N5O5P3 in a non-equilibrium geometry, from OMol25.

Computed properties:
HOMO energy (spin up / spin down)	-17.7 / -17.7	eV
E	-4066.61631	Eh
max |F|	5.50	eV/Å

Geometry as ORCA input:
```
! RIJCOSX wB97M-V def2-TZVPD def2/J DEFGRID3
* xyz 3 2
C 18.37 -6.04 -9.97
C 18.03 -7.46 -9.45
O 18.90 -8.23 -9.10
N 16.57 -7.89 -9.11
H 15.88 -7.37 -9.63
H 16.54 -8.86 -9.38
C 16.25 -7.77 -7.62
H 18.01 -5.14 -9.47
H 18.14 -5.96 -11.03
H 19.46 -5.95 -9.96
H 15.29 -8.29 -7.62
H 16.14 -6.71 -7.39
H 17.06 -8.21 -7.03
C 11.47 -1.59 -13.05
C 12.01 -2.76 -12.29
O 11.49 -3.86 -12.27
N 13.13 -2.46 -11.31
H 13.25 -1.46 -11.17
H 12.78 -2.88 -10.46
C 14.50 -2.94 -11.76
H 11.09 -0.77 -12.44
H 10.67 -1.99 -13.67
H 12.29 -1.24 -13.68
H 15.20 -2.55 -11.02
H 14.77 -2.54 -12.74
H 14.50 -4.03 -11.70
C 10.07 -9.11 -6.86
C 11.19 -8.44 -7.59
O 12.33 -8.55 -7.13
N 10.94 -7.45 -8.75
H 11.87 -7.33 -9.11
H 10.33 -7.88 -9.44
C 10.39 -6.03 -8.40
H 10.44 -9.88 -6.17
H 9.53 -9.70 -7.59
H 9.60 -8.44 -6.14
H 10.66 -5.39 -9.24
H 10.92 -5.78 -7.47
H 9.33 -6.03 -8.18
C 10.18 -4.95 -15.55
C 10.45 -6.14 -14.68
O 9.52 -6.91 -14.39
N 11.87 -6.41 -14.17
H 12.29 -5.51 -13.98
H 11.90 -6.79 -13.24
C 12.78 -7.13 -15.21
H 10.58 -4.99 -16.56
H 10.58 -4.02 -15.15
H 9.10 -4.83 -15.59
H 13.84 -7.12 -14.96
H 12.56 -6.58 -16.13
H 12.52 -8.18 -15.38
C 13.56 -11.28 -11.75
C 12.94 -12.27 -12.76
O 12.56 -13.41 -12.49
N 12.78 -11.73 -14.23
H 12.36 -10.82 -14.29
H 13.61 -11.69 -14.81
C 11.75 -12.56 -14.97
H 14.08 -11.77 -10.92
H 12.77 -10.66 -11.33
H 14.23 -10.53 -12.17
H 10.73 -12.24 -14.77
H 12.00 -13.60 -14.76
H 11.90 -12.45 -16.05
P 14.41 -3.44 -16.26
F 12.95 -3.14 -15.69
F 14.48 -4.65 -15.20
F 13.82 -4.58 -17.32
F 15.93 -3.68 -16.76
F 14.24 -2.17 -17.34
F 14.97 -2.32 -15.24
P 14.04 -7.34 -11.65
F 15.39 -8.33 -11.81
F 13.76 -8.10 -10.20
F 14.96 -6.36 -10.71
F 12.72 -6.42 -11.35
F 14.46 -6.42 -12.94
F 13.08 -8.25 -12.55
P 14.06 -4.38 -7.97
F 14.57 -4.23 -6.47
F 13.87 -5.97 -7.84
F 12.51 -4.09 -7.55
F 13.49 -4.55 -9.52
F 14.23 -2.76 -8.16
F 15.59 -4.49 -8.53
*
```

---

Record 2
The following is a quantum chemistry calculation of 13 unconnected molecules or ions with the total composition C15H40F32N8O15P5S2 in a non-equilibrium geometry, from OMol25.

Computed properties:
HOMO energy	-2.1	eV
E	-7861.88611	Eh
max |F|	5.23	eV/Å

Geometry as ORCA input:
```
! RIJCOSX wB97M-V def2-TZVPD def2/J DEFGRID3
* xyz -3 1
C -3.25 -1.68 -3.12
C -4.36 -0.73 -2.89
O -4.23 0.44 -2.79
N -5.75 -1.28 -3.00
H -6.42 -0.55 -3.27
H -5.93 -1.94 -3.76
C -6.30 -1.99 -1.75
H -3.12 -1.94 -4.17
H -3.51 -2.50 -2.45
H -2.28 -1.25 -2.88
H -7.27 -2.37 -2.06
H -6.53 -1.25 -0.98
H -5.65 -2.79 -1.40
C -1.93 2.84 -2.44
C -1.56 4.09 -3.18
O -1.77 5.22 -2.93
N -0.69 3.85 -4.44
H -0.10 4.68 -4.34
H -0.11 3.02 -4.29
C -1.50 3.88 -5.69
H -1.60 1.87 -2.80
H -3.00 2.71 -2.65
H -1.78 3.24 -1.43
H -2.13 3.00 -5.78
H -0.73 3.92 -6.46
H -2.13 4.76 -5.81
C -2.88 -2.80 4.52
C -1.99 -3.42 5.50
O -2.12 -3.51 6.69
N -0.61 -3.72 4.98
H -0.27 -4.50 5.54
H -0.72 -3.94 3.98
C 0.34 -2.56 5.00
H -2.65 -1.75 4.33
H -3.89 -2.85 4.93
H -2.82 -3.29 3.54
H 0.51 -2.24 6.02
H -0.04 -1.67 4.50
H 1.19 -2.91 4.41
C 8.06 0.78 -2.29
C 7.32 0.37 -1.05
O 7.82 -0.15 -0.12
N 5.87 0.61 -1.17
H 5.55 0.82 -2.12
H 5.37 -0.30 -1.13
C 5.30 1.52 -0.07
H 8.10 1.84 -2.52
H 7.67 0.32 -3.20
H 9.06 0.36 -2.28
H 5.86 2.44 -0.19
H 5.31 1.01 0.89
H 4.27 1.83 -0.21
C -0.68 -0.76 1.53
C -0.56 -0.12 0.18
O -1.50 0.13 -0.52
N 0.81 -0.24 -0.47
H 1.48 -0.06 0.30
H 0.87 -1.22 -0.79
C 1.07 0.74 -1.57
H 0.21 -0.64 2.14
H -0.82 -1.83 1.32
H -1.65 -0.49 1.93
H 1.51 0.18 -2.40
H 1.87 1.40 -1.24
H 0.14 1.19 -1.87
P 3.17 -1.17 2.43
F 4.41 -0.23 2.97
F 3.58 -2.16 3.65
F 2.19 -0.33 3.41
F 2.03 -2.18 1.86
F 2.79 -0.04 1.33
F 4.24 -1.76 1.35
P -0.05 -3.43 -2.43
F 1.19 -3.03 -1.47
F -1.09 -2.81 -1.36
F 0.09 -1.93 -3.12
F -1.32 -3.78 -3.37
F 0.92 -4.09 -3.53
F -0.15 -4.88 -1.72
P 0.55 4.04 0.90
F 1.82 3.04 1.03
F 0.59 4.31 2.48
F 1.53 5.35 0.71
F -0.75 5.01 0.73
F 0.62 3.86 -0.72
F -0.49 2.79 1.16
P -1.21 1.07 5.91
F -0.31 0.78 4.59
F 0.17 0.98 6.76
F -0.88 2.67 5.69
F -2.26 1.31 7.11
F -2.56 1.18 4.95
F -1.43 -0.51 6.20
P 3.92 2.87 -3.84
F 4.32 4.35 -4.28
F 4.09 3.25 -2.29
F 2.30 3.04 -3.97
F 3.60 1.33 -3.29
F 3.90 2.28 -5.40
F 5.50 2.44 -3.93
N -5.50 2.18 2.16
S -4.66 0.97 1.31
O -5.35 0.59 0.10
O -3.98 0.01 2.10
F -3.50 1.90 0.80
S -6.61 1.29 2.77
O -6.33 0.23 3.72
O -7.74 1.15 1.85
F -7.14 2.41 3.81
N 4.62 -2.39 -2.09
O 5.70 -2.70 -1.50
O 4.20 -3.13 -2.98
O 4.00 -1.35 -1.72
N -0.35 -5.65 2.20
O -0.95 -4.53 2.24
O 0.63 -5.82 1.48
O -0.76 -6.57 2.97
*
```

---

> Among the records above, which one has the highest max |F|?

C15H40F18N5O5P3

---

> max |F| of number 2 (C15H40F32N8O15P5S2)?

5.23 eV/Å

---

> Which value of max |F| does entry 1 give?

5.50 eV/Å

---

> Which of these has the highest max |F|?

C15H40F18N5O5P3